# C66H172Cl3N12O17

A cluster of 15 separate species, C66H172Cl3N12O17 in total at a distorted geometry (wB97M-V/def2-TZVPD, the Open Molecules 2025 dataset).

Structure (XYZ):
```
270
Properties=species:S:1:pos:R:3:forces:R:3:mulliken_charge:R:1
C 3.399686 -7.620321 0.500806 -0.7 0.8 0.0 -0.928
C 3.924306 -6.811045 1.642663 4.9 -0.9 -0.3 0.640
O 5.088831 -6.407328 1.720780 -4.3 -0.5 0.3 -0.389
N 3.012653 -6.743222 2.866764 0.8 2.5 0.4 -0.165
H 2.072400 -6.611054 2.522452 -0.6 -0.5 0.2 0.383
H 3.132687 -7.608079 3.374429 -0.3 -0.8 0.2 0.393
C 3.397449 -5.568085 3.839873 0.5 -1.8 -0.6 -0.513
H 4.167296 -8.158504 -0.055287 0.2 0.0 0.5 0.359
H 3.037721 -6.862034 -0.193516 -0.3 0.1 -0.4 0.145
H 2.554906 -8.262035 0.751130 0.1 -0.1 0.1 0.394
H 2.855212 -5.664220 4.780529 -0.4 0.1 -0.4 0.261
H 3.265064 -4.643041 3.278728 0.1 -0.1 0.3 0.117
H 4.427885 -5.834553 4.075011 0.1 0.7 -0.1 0.423
C -1.867399 -0.266891 -5.925945 -0.1 -0.7 -0.8 -0.556
C -0.431698 -0.374058 -6.419357 1.7 0.3 2.8 -0.045
O 0.527576 -0.064533 -5.749757 -1.3 -0.2 -1.1 -0.552
N -0.138510 -1.056047 -7.700954 -1.6 0.7 -2.3 -0.012
H 0.411554 -1.903087 -7.693641 1.0 -0.1 0.5 0.400
H -1.039629 -1.399478 -8.001157 -0.6 -0.4 -0.5 0.423
C 0.242000 -0.062835 -8.871343 -0.3 0.7 1.2 -0.734
H -2.091309 -1.134921 -5.305870 0.6 -0.3 0.2 0.234
H -2.626187 -0.413830 -6.694544 0.1 0.6 -0.3 0.688
H -2.071338 0.577403 -5.267398 0.3 0.2 -0.3 -0.063
H 1.187432 0.424973 -8.634044 0.1 -0.6 -0.2 0.309
H -0.510031 0.720045 -8.773105 -0.1 -0.1 -0.2 0.331
H 0.162135 -0.509546 -9.862395 0.2 -0.4 0.3 0.439
C -0.931266 3.117945 3.952949 1.8 0.9 0.1 -0.106
C -2.132231 2.300004 4.290849 -0.5 -2.3 -1.2 0.155
O -2.432895 1.284804 3.683921 0.3 2.8 1.9 -0.252
N -2.975408 2.739126 5.506050 -0.2 1.7 -0.6 0.053
H -2.975157 2.066780 6.259750 -0.5 -1.0 0.0 0.379
H -2.520951 3.523308 5.951733 0.5 0.6 0.1 0.436
C -4.401489 3.293275 5.119889 0.6 -1.6 -0.1 -0.500
H -0.436925 3.817121 4.627385 -1.0 0.0 1.1 0.420
H -0.951919 3.788909 3.094183 -0.9 -0.4 -0.5 0.048
H -0.079885 2.460789 3.775761 -0.4 -0.6 -0.4 -0.414
H -4.240279 4.039831 4.342228 -0.1 -0.1 0.1 0.231
H -4.934701 3.698827 5.979727 0.4 0.0 0.1 0.409
H -4.875583 2.373911 4.776228 -0.4 0.4 -0.3 0.203
C -6.181800 -1.759039 2.265887 1.1 0.1 -0.1 -0.641
C -5.609750 -0.410066 2.418856 -1.4 2.2 5.0 0.249
O -5.386324 0.125254 3.513676 0.3 -1.2 -3.5 -0.446
N -5.764937 0.554337 1.282043 2.3 0.1 -1.0 0.116
H -6.540777 0.319614 0.679484 0.0 -0.7 -0.8 0.458
H -6.024280 1.484907 1.576784 0.1 0.4 0.9 0.404
C -4.340896 0.694438 0.572384 -1.2 -0.4 0.1 -0.437
H -6.038887 -2.234171 3.236421 -0.1 -0.2 -0.3 -0.069
H -5.626830 -2.285946 1.489696 -0.4 -0.4 -0.1 0.304
H -7.241775 -1.597205 2.069988 -0.2 -0.3 -0.3 0.483
H -4.492763 1.251645 -0.352040 0.3 0.0 0.1 0.427
H -3.930814 -0.298881 0.390059 -0.4 -0.1 -0.1 0.232
H -3.649695 1.136390 1.290041 -0.5 0.4 0.0 -0.242
C -1.087819 -1.489789 -1.530442 -0.1 -0.2 0.8 -0.819
C 0.135484 -0.598500 -1.266260 0.2 0.3 -0.1 1.124
N 0.563040 -0.352206 0.211138 -0.4 0.5 -0.1 0.947
C 1.928646 0.420855 0.213609 -1.1 0.4 1.3 -0.314
C -0.624489 0.450707 0.892914 1.0 -1.5 -0.3 0.612
C -0.692887 1.912926 0.558422 1.1 0.4 0.0 0.142
C 0.834240 -1.735744 0.876430 -1.5 -0.1 -2.5 0.149
C 1.088559 -1.801790 2.292783 0.8 0.2 1.5 -1.093
O 2.214352 -1.036033 2.607263 -0.2 0.7 1.4 0.341
C 2.115188 -0.309589 3.815329 1.1 0.6 0.4 -0.375
H -2.062469 -1.038035 -1.345889 0.2 0.7 0.1 -0.032
H -1.109679 -2.378561 -0.899786 0.3 -0.2 -0.2 0.359
H -1.147726 -1.787743 -2.577206 0.5 0.0 0.0 0.224
H -0.037971 0.373494 -1.728033 -0.1 0.2 0.4 -0.855
H 1.047279 -0.922069 -1.768288 0.1 -0.5 0.1 0.288
H 2.782216 -0.245451 0.088900 -0.4 0.0 -0.6 -0.310
H 2.018972 0.852495 1.210422 -0.1 -0.3 0.2 0.332
H 1.954909 1.307487 -0.419874 -0.3 -0.7 -0.7 -0.218
H -0.559746 0.287188 1.968630 0.3 0.0 0.0 -0.090
H -1.503369 -0.116048 0.585571 0.0 0.1 -0.1 -0.198
H -1.459082 2.352883 1.196775 -0.3 0.1 -0.5 -0.009
H -0.760599 2.180009 -0.496177 -0.8 -0.3 0.0 -0.549
H 0.224605 2.426998 0.844841 0.2 -0.1 0.4 0.140
H 1.544932 -2.158109 0.166056 0.3 -0.1 0.5 -0.448
H -0.052554 -2.369263 0.894684 -0.6 0.2 -1.1 0.074
H 1.252077 -2.830028 2.615393 0.2 -0.5 -0.4 0.089
H 0.163294 -1.616318 2.838294 -0.1 0.9 0.2 0.534
H 1.759171 0.717800 3.739008 -0.8 0.3 -0.8 -0.203
H 3.132236 -0.093533 4.142473 0.2 -0.6 0.2 0.414
H 1.539430 -0.758067 4.624943 0.1 -0.5 -0.2 -0.001
C 0.255041 6.201779 -6.076164 -0.4 -0.5 1.3 -1.549
C 0.552999 5.339541 -4.743642 0.7 0.0 -1.5 -0.464
N 0.306382 3.826034 -4.809495 -2.3 -1.0 -0.5 1.228
C -1.232307 3.631849 -5.135397 1.2 0.3 -0.8 -0.365
C 1.220294 3.140651 -5.863852 -0.5 1.2 0.7 -0.460
C 0.797069 3.268905 -7.317355 0.2 -0.1 0.1 -1.301
C 0.432843 3.063365 -3.461992 0.4 0.5 0.1 0.075
C 1.834936 3.224907 -2.838476 -0.1 1.3 -0.7 0.704
O 2.033153 4.622235 -2.431930 -0.6 -1.6 1.2 -0.356
C 1.400957 4.888477 -1.162374 -0.3 0.0 -0.9 -0.207
H -0.089212 7.150787 -5.665108 0.4 0.2 -0.3 0.371
H -0.526023 5.917965 -6.781489 -0.4 -0.6 0.5 0.388
H 1.107501 6.341650 -6.740889 0.4 0.1 0.6 0.452
H 0.072206 5.674560 -3.824574 -0.4 0.2 -0.4 0.533
H 1.617633 5.462454 -4.544768 -0.1 -0.1 0.0 0.445
H -1.531427 3.950753 -6.133855 0.7 0.8 0.1 0.444
H -1.742282 4.242107 -4.390016 -0.2 -0.6 0.0 0.263
H -1.504116 2.580480 -5.229525 0.3 0.0 1.2 -0.312
H 1.388426 2.101902 -5.579529 -0.3 0.2 0.2 0.394
H 2.151941 3.691092 -5.732923 0.2 -0.3 -0.1 0.393
H -0.214154 2.984032 -7.607833 -0.1 -0.3 0.4 0.288
H 1.488897 2.550243 -7.756665 0.0 0.4 -0.7 0.347
H 0.916986 4.275369 -7.718301 0.4 -0.3 0.0 0.298
H 0.058059 2.062840 -3.677818 0.8 -0.3 -0.2 -0.249
H -0.335429 3.370563 -2.752424 -0.1 0.8 -0.3 -0.068
H 2.582355 3.001076 -3.599643 0.2 0.2 0.1 0.358
H 2.074698 2.561684 -2.007363 -0.4 -0.1 0.0 -0.887
H 0.314532 4.851490 -1.242474 -0.4 0.5 -0.4 -0.106
H 1.702963 5.878475 -0.820605 0.1 -0.2 -0.1 0.449
H 1.532105 4.127482 -0.393092 1.0 -0.2 0.1 0.052
C 3.957122 -3.534529 0.494794 1.1 1.0 0.2 -1.277
C 4.688032 -2.474369 1.439964 0.3 -1.6 -0.5 0.620
N 6.282017 -2.513587 1.345268 -0.7 -0.7 -0.1 0.698
C 6.833340 -3.761475 2.088397 -0.6 0.7 -0.4 -0.981
C 6.668338 -2.580021 -0.163154 1.1 1.3 -0.3 -0.272
C 8.169586 -2.372942 -0.391189 1.0 -0.2 1.2 -1.516
C 6.861590 -1.244749 2.066142 -0.1 -0.4 -1.1 -1.058
C 6.682358 0.098613 1.338243 -0.9 0.1 1.0 -0.701
O 5.304604 0.512698 1.446472 0.7 -1.8 -0.4 -0.047
C 5.075279 1.826797 1.064999 -1.1 0.9 1.0 -0.695
H 3.659726 -3.004427 -0.409994 0.3 -0.3 -0.4 0.053
H 3.041065 -3.995734 0.863879 -0.1 0.4 0.7 0.232
H 4.621243 -4.380608 0.318204 0.0 0.2 -0.4 0.648
H 4.416826 -2.778095 2.451043 0.4 0.6 0.2 -0.026
H 4.368528 -1.456597 1.215990 0.3 -0.2 0.2 -0.239
H 6.746089 -4.623253 1.426714 0.0 0.1 0.1 0.472
H 6.233722 -3.909143 2.986594 0.0 0.0 -0.1 0.255
H 7.869933 -3.615386 2.392107 -0.1 0.1 -0.3 0.418
H 6.061314 -1.806122 -0.632933 -0.1 0.0 -0.1 0.358
H 6.505970 -3.537623 -0.657873 -0.8 -0.2 0.8 0.330
H 8.611067 -2.325113 -1.386639 -1.0 0.1 -0.4 0.411
H 8.692198 -3.241807 0.008882 0.0 -0.1 0.2 0.419
H 8.625756 -1.526657 0.122445 -0.3 0.2 0.0 0.279
H 7.918067 -1.449778 2.239141 0.0 0.1 -0.4 0.625
H 6.434378 -1.220266 3.068633 -0.4 0.0 -0.2 0.511
H 7.042772 0.186926 0.313348 0.0 -0.4 0.0 0.354
H 7.226396 0.818623 1.949556 0.5 0.0 0.0 0.628
H 5.939912 2.467482 1.238318 0.1 0.1 -0.5 0.537
H 4.328447 2.124117 1.801168 -0.2 0.6 0.2 0.033
H 4.563139 1.960836 0.112193 0.7 -0.2 -0.5 0.045
C 0.656520 -4.592092 -2.350799 0.9 0.6 -0.9 -0.185
O 1.819028 -4.351324 -3.165292 0.7 -0.4 0.0 -0.448
C 1.782271 -3.232952 -4.035727 -0.4 0.1 0.4 0.151
C 3.055438 -3.031717 -4.876591 0.7 -0.6 1.1 -0.944
N 4.262497 -3.042526 -3.956379 0.3 -1.1 -0.8 0.170
H 4.185862 -2.304137 -3.271532 0.2 1.4 0.4 -0.483
H 4.149044 -3.890584 -3.419703 0.2 -0.6 0.1 0.534
C 5.718567 -3.023258 -4.645754 -2.2 -0.5 0.7 -0.346
C 5.865165 -4.137332 -5.653809 0.7 -0.1 -1.9 -0.702
O 5.371481 -3.750573 -6.904460 -1.7 1.9 1.2 -0.329
C 5.489804 -4.602283 -7.978420 0.1 -1.2 -1.6 -0.803
H 0.702147 -5.623936 -2.002484 -0.1 0.1 -0.3 0.345
H -0.218025 -4.373819 -2.963693 -0.3 -0.3 0.2 0.289
H 0.666692 -3.931672 -1.483718 -0.1 0.2 0.1 -0.230
H 1.604030 -2.332910 -3.447286 0.2 0.4 0.2 -0.189
H 0.922927 -3.319736 -4.700629 -0.1 -0.1 -0.4 0.566
H 3.011479 -2.055003 -5.358446 0.1 -0.2 -0.1 0.428
H 3.285937 -3.845945 -5.563622 -0.5 0.2 -0.3 0.523
H 6.402887 -3.262371 -3.831725 0.0 0.7 0.1 0.316
H 5.649336 -1.996140 -5.003994 1.2 -0.2 -0.3 0.375
H 5.441569 -5.094599 -5.349974 -0.3 -0.2 0.5 0.359
H 6.904589 -4.347884 -5.905536 0.6 0.0 1.1 0.547
H 6.515077 -4.864416 -8.239560 0.3 0.2 0.1 0.342
H 5.035832 -4.098972 -8.832061 0.2 0.1 0.0 0.239
H 4.957829 -5.548591 -7.880436 -0.2 -0.2 0.4 0.361
C 0.993621 -4.522485 6.779578 -0.5 0.3 1.1 -0.871
O -0.248292 -3.923353 7.190765 -0.9 0.7 0.3 -0.448
C -0.310490 -2.503590 7.049308 2.8 -1.0 -1.5 0.139
C -1.600711 -1.851622 6.762855 -2.6 -0.1 1.1 -0.216
N -2.606766 -2.790980 6.132559 0.8 1.0 -0.4 0.029
H -2.208873 -2.834877 5.205285 -0.7 -0.4 -1.4 -0.010
H -2.470857 -3.727641 6.485116 -0.3 -0.6 0.8 0.509
C -4.083782 -2.361114 6.089386 1.5 0.2 1.0 0.174
C -4.965747 -3.528246 5.711405 -0.8 0.1 -1.2 -0.838
O -4.929085 -4.546698 6.602180 1.2 -1.8 1.5 -0.427
C -5.583797 -5.844772 6.328071 -0.3 1.1 0.0 -0.715
H 1.852844 -3.932406 7.098397 0.0 0.1 0.2 0.394
H 1.074740 -4.659280 5.701249 -0.4 -0.1 -0.2 0.233
H 0.991505 -5.460660 7.334480 0.3 -0.1 -0.4 0.413
H 0.296667 -2.370661 6.153882 0.4 0.6 -0.3 -0.366
H 0.170473 -1.907247 7.824640 0.2 -0.5 0.5 0.383
H -1.438746 -1.000437 6.101530 -0.1 -0.1 -0.2 -0.079
H -2.043339 -1.453036 7.675720 -0.2 -0.2 0.1 0.561
H -4.099909 -1.522014 5.393857 -0.3 -0.3 -0.3 -0.186
H -4.238558 -1.944002 7.084459 -0.4 -0.3 0.1 0.449
H -4.635443 -3.851957 4.724389 0.0 -0.1 -0.5 0.323
H -5.995505 -3.177032 5.645397 -0.3 0.5 -0.3 0.544
H -5.290958 -6.338913 5.401695 0.5 0.4 -0.1 0.299
H -6.655349 -5.658772 6.255481 -0.1 -0.1 0.2 0.330
H -5.352626 -6.502642 7.165846 0.0 0.4 0.0 0.273
C 3.068052 6.865680 9.325591 0.3 1.8 1.7 -0.785
O 3.130627 6.028078 8.222018 -0.2 -1.3 -2.4 -0.404
C 2.111289 5.046765 8.152857 0.7 0.1 1.2 -0.767
C 1.797160 4.622028 6.708155 1.3 1.1 -0.5 -0.570
N 3.053826 4.466217 5.864422 0.2 -1.9 0.0 0.020
H 2.807019 4.594108 4.893428 0.1 0.4 -0.3 0.398
H 3.697515 5.201103 6.120732 0.8 0.5 0.3 0.492
C 3.717591 3.081360 5.954753 0.0 0.7 0.3 -0.906
C 5.019875 2.998382 5.148224 1.1 1.3 2.5 -0.387
O 5.950382 3.986452 5.636602 -0.9 0.8 -2.1 -0.393
C 6.258535 4.022454 7.009128 -0.3 -0.6 0.8 -0.570
H 3.413869 6.470063 10.280578 -0.5 -1.0 0.0 0.339
H 2.080122 7.318367 9.410362 -0.1 0.0 0.2 0.347
H 3.799247 7.671380 9.259941 -0.1 0.1 -0.9 0.284
H 1.213435 5.409202 8.653459 -0.4 0.2 -0.4 0.562
H 2.440385 4.247547 8.816957 -0.1 -0.7 -0.3 0.379
H 1.381260 5.459760 6.148398 -0.9 0.0 0.5 0.473
H 1.255571 3.684900 6.579418 -0.2 0.2 0.4 0.258
H 2.989388 2.363291 5.577672 -0.1 0.0 0.2 0.321
H 3.878733 2.986291 7.028581 0.1 -0.5 -0.2 0.511
H 4.815887 3.156927 4.089277 0.4 0.1 0.0 0.200
H 5.558897 2.078624 5.375371 -0.7 -0.8 -0.4 0.417
H 5.396132 4.305229 7.612774 -0.2 0.1 0.2 0.165
H 7.015259 4.775795 7.228093 0.1 -0.2 -0.5 0.288
H 6.579130 3.034727 7.340360 0.3 0.0 0.2 0.327
C -8.923834 -4.717014 -4.627213 0.8 0.2 -0.6 -0.648
O -8.347532 -4.254248 -3.398693 -1.8 0.6 0.6 -0.334
C -7.063408 -4.551966 -3.057160 0.4 1.4 -1.1 -0.459
C -6.134557 -3.616884 -3.951717 2.4 -3.1 1.4 -0.560
N -5.669516 -2.363163 -3.251049 -0.2 0.1 -2.1 0.004
H -6.515355 -1.831425 -3.103043 -0.2 0.7 0.4 0.464
H -5.228250 -2.587880 -2.370779 -0.4 -0.5 0.4 0.455
C -4.593763 -1.476063 -3.942161 -1.6 0.9 0.8 -0.506
C -5.059638 -0.885179 -5.263640 0.0 -1.4 1.5 -1.041
O -4.960750 -1.919832 -6.218165 0.9 1.2 1.7 -0.341
C -5.755017 -1.591884 -7.280555 -2.2 -1.1 -2.7 -0.981
H -8.367062 -4.350848 -5.489782 0.5 0.1 -0.1 0.230
H -9.886715 -4.226270 -4.769054 -0.2 -0.6 0.6 0.284
H -8.890034 -5.803061 -4.713635 -0.6 0.0 0.3 0.348
H -6.832105 -5.617133 -3.062390 0.4 -0.1 -0.8 0.433
H -6.905090 -4.282188 -2.013007 -0.1 0.3 0.3 0.280
H -6.412781 -3.565827 -5.004371 -0.3 0.9 0.4 0.319
H -5.165074 -4.114745 -3.933522 0.1 -0.6 -0.7 0.294
H -3.621418 -1.966080 -3.992389 -0.4 -0.3 0.2 0.265
H -4.637592 -0.671015 -3.208622 1.1 0.4 -0.1 0.144
H -4.520360 0.045704 -5.438953 0.3 -0.1 -0.5 0.560
H -6.087160 -0.573249 -5.076571 -0.4 0.0 -0.5 0.684
H -5.429814 -0.744081 -7.883526 0.2 0.0 0.0 0.383
H -6.812882 -1.475699 -7.044948 -0.1 0.8 0.8 0.404
H -5.908226 -2.487265 -7.882984 0.9 0.0 -0.5 0.330
C -6.832802 3.167810 -3.008069 0.5 0.5 1.3 -0.716
O -6.472638 4.509080 -2.568490 1.2 -0.3 -0.9 -0.315
C -5.776946 5.358413 -3.518713 -0.7 -0.2 -0.1 -0.785
C -4.375136 5.853476 -3.077464 -1.0 -0.5 -0.1 -0.062
N -4.433214 6.279621 -1.638276 0.7 -2.9 0.5 -0.009
H -3.549748 6.710942 -1.406849 -0.4 1.6 0.0 0.394
H -5.297030 6.751936 -1.412824 0.1 1.2 -0.2 0.373
C -4.369827 5.139703 -0.575341 -0.1 0.5 -0.6 -0.630
C -3.122121 5.416252 0.272877 -1.2 0.3 0.1 -0.259
O -3.217417 6.693376 0.874796 0.2 -0.3 0.7 -0.462
C -2.360427 6.878840 2.052153 -0.5 -0.1 -1.3 -0.585
H -5.973768 2.540503 -3.246092 0.4 0.3 -0.5 0.226
H -7.592131 3.115928 -3.788349 0.0 0.3 0.1 0.417
H -7.172619 2.752410 -2.059351 -0.7 -0.2 -0.2 0.248
H -6.478837 6.178689 -3.669042 0.3 0.4 -0.1 0.357
H -5.659488 4.879073 -4.490582 0.0 -0.1 0.0 0.459
H -4.014021 6.696076 -3.667127 -0.6 0.3 0.0 0.561
H -3.607390 5.096593 -3.238049 -0.1 -0.3 0.7 -0.235
H -4.401865 4.154647 -1.040886 0.7 0.2 -0.5 -0.043
H -5.310723 5.126287 -0.025232 0.2 0.7 0.3 0.530
H -2.210741 5.439585 -0.324573 0.2 -0.7 -0.2 0.671
H -3.182780 4.576341 0.964955 0.7 -0.1 0.6 0.095
H -2.842184 6.378811 2.892376 0.0 0.2 0.2 0.167
H -2.226726 7.949847 2.204395 -0.4 -0.1 0.1 0.338
H -1.370729 6.462456 1.864477 0.1 -0.2 -0.1 0.219
Cl 4.096923 -0.065981 -2.463372 -0.4 -0.7 0.2 -0.624
Cl -2.855412 1.748369 -2.580106 0.0 -0.2 0.2 -0.820
Cl -2.619007 -2.671415 2.675789 0.3 0.6 0.0 -0.705
```
Positions in Å, forces in eV/Å.

Its total energy is -5930.05646 Eh. The lowest unoccupied orbital energy is -17.1 eV. The charge is +9. For the HOMO energy, the calculation gives -0.8376 Ha. The molar mass comes out at 1512.53 g mol⁻¹.